Record 1
This record from the OMol25 dataset describes a structure of composition C16H28BN2OPPtS in a non-equilibrium geometry. The level of theory is wB97M-V/def2-TZVPD.

Each line ends with the Mulliken charge.
CARTESIAN COORDINATES (ANGSTROEM)
Pt (0.6297, 0.4029, -1.2417)  0.54
H (-3.4802, 0.9392, -2.1315)  -0.28
H (0.0189, 2.5632, -1.2309)  -0.22
P (0.3392, 0.2424, -3.3691)  1.10
C (-0.4269, -1.2757, -4.0936)  -1.16
H (-0.2164, -1.3541, -5.1749)  0.45
H (-0.0048, -2.1487, -3.5780)  0.42
H (-1.5154, -1.2564, -3.9354)  0.41
C (-0.4407, 1.5569, -4.4279)  -1.03
H (0.1398, 2.4984, -4.3782)  0.38
H (-0.4566, 1.1965, -5.4766)  0.46
H (-1.4819, 1.7330, -4.1202)  0.26
C (2.0322, 0.1437, -4.0932)  -1.35
H (2.5326, -0.7110, -3.6138)  0.44
H (1.9776, 0.0012, -5.1854)  0.42
H (2.5567, 1.0779, -3.8400)  0.44
C (2.5335, 0.3226, -0.7383)  -0.06
O (3.5342, 0.8083, -0.3871)  -0.30
H (-0.4372, 4.0853, -0.5706)  0.38
H (0.0468, 3.9442, -2.1789)  0.38
H (-2.0588, 3.2352, -3.0371)  0.06
H (-2.7095, 3.2930, -0.9695)  0.08
B (-1.9529, 3.5073, -1.8707)  0.28
N (-0.4812, 3.5171, -1.4255)  -0.31
H (-4.1539, 0.5688, -2.4285)  0.27
H (-0.1068, -1.0314, -1.2435)  -0.27
N (-0.2279, 0.4579, 0.5459)  -0.32
S (0.6289, 0.4102, 1.9510)  0.12
C (-0.5241, 0.2577, 3.3633)  0.90
C (-0.0545, 0.7458, 4.5917)  -0.47
C (-0.8314, 0.5731, 5.7285)  -0.63
C (-2.0747, -0.0564, 5.6335)  -0.44
C (-2.5458, -0.5256, 4.3947)  -0.85
C (-1.7624, -0.3635, 3.2479)  -0.02
C (1.2124, -1.3046, 1.8776)  0.75
C (0.4086, -2.3328, 1.4050)  -0.07
C (0.9275, -3.6317, 1.4117)  -0.87
C (2.2326, -3.8569, 1.8617)  -0.39
C (3.0473, -2.7912, 2.2695)  -0.65
C (2.5426, -1.4930, 2.2642)  -0.33
H (-1.1624, 0.8453, 0.6830)  0.37
H (0.9305, 1.2203, 4.6039)  0.42
H (-0.4511, 0.9262, 6.6955)  0.41
H (-2.6753, -0.1839, 6.5286)  0.43
H (-3.5060, -1.0305, 4.3367)  0.43
H (-2.0869, -0.7381, 2.2705)  0.26
H (-0.5774, -2.1003, 0.9932)  0.31
H (0.3021, -4.4575, 1.0697)  0.45
H (2.6353, -4.8701, 1.8804)  0.45
H (4.0677, -2.9536, 2.6112)  0.46
H (3.1263, -0.6064, 2.5212)  0.46

The gap between HOMO and LUMO (spin up / spin down) comes out at 4.40 / 4.12 eV. The value obtained for the max |F| is 6.41 eV/Å. The multiplicity is 6. The net charge is +3. The value obtained for the LUMO energy (spin up / spin down) is -9.964 / -13.709 eV. For the HOMO energy (spin up / spin down), the calculation gives -14.36 / -17.83 eV. The total energy is -46082.093 eV.

Record 2
This record from the OMol25 dataset describes a structure of composition C16H28BeCl5CsF9KNO11PS3 in a non-equilibrium geometry. The level of theory is wB97M-V/def2-TZVPD.

Each line ends with the Mulliken charge.
CARTESIAN COORDINATES (ANGSTROEM)
C (1.4857, -2.5519, -2.3781)  -0.74
C (0.2484, -2.6022, -2.7330)  0.21
C (-0.4135, -3.8717, -3.4053)  -1.08
P (-1.1112, -5.0767, -2.0902)  0.05
C (0.1679, -5.1991, -0.6596)  -0.79
Cl (-0.8311, -5.6973, 0.8329)  -0.31
C (1.2254, -6.3500, -1.0925)  -0.57
C (2.6975, -6.1076, -0.6111)  -1.36
H (2.2593, -3.1846, -2.7853)  0.21
H (1.7637, -1.8647, -1.5948)  0.33
H (-0.4025, -1.7230, -2.5372)  0.36
H (0.3360, -4.4294, -3.9542)  0.47
H (-1.2072, -3.5612, -4.0734)  0.41
H (-1.1307, -6.4308, -2.6049)  0.00
H (0.6167, -4.2467, -0.4294)  0.32
H (1.2055, -6.5127, -2.2139)  0.70
H (0.8622, -7.3261, -0.5763)  0.90
H (3.0705, -7.0478, -0.2347)  0.37
H (3.3199, -5.8388, -1.4554)  0.26
H (2.7979, -5.3178, 0.1211)  0.37
Cs (-0.7638, -7.7933, -0.5564)  0.98
C (5.3267, -3.5840, -3.7528)  -0.58
O (6.4162, -3.1621, -4.5603)  -0.53
H (5.6169, -4.4959, -3.2365)  0.24
H (5.0799, -2.8146, -3.0154)  0.30
H (4.4528, -3.7882, -4.3807)  0.27
H (6.1508, -2.3559, -5.0141)  0.28
C (-1.5108, 3.9161, 2.1723)  0.80
F (-0.9164, 4.8903, 2.8606)  -0.25
F (-2.1913, 3.1481, 3.0527)  -0.26
F (-2.4204, 4.4813, 1.3801)  -0.23
S (-0.2856, 2.9455, 1.2212)  0.94
O (0.5733, 2.3657, 2.2073)  -0.66
O (0.3047, 3.8825, 0.3332)  -0.55
N (-1.3360, 1.9303, 0.5492)  -0.10
S (-0.7415, 0.8588, -0.4065)  0.72
O (0.0045, -0.2183, 0.2045)  -0.58
O (-0.2676, 1.2976, -1.6780)  -0.63
C (-2.3371, 0.0564, -0.8065)  0.55
F (-3.1990, 0.8624, -1.3843)  -0.17
F (-2.9745, -0.4544, 0.2886)  -0.22
F (-2.1604, -0.9974, -1.6595)  -0.42
K (-2.4675, -2.8245, -1.4541)  0.78
Cl (7.8673, -6.8412, -4.4926)  -0.19
C (9.1791, -6.0130, -5.3718)  -0.48
C (8.6491, -5.0134, -6.3654)  -0.11
Cl (7.8180, -5.8014, -7.7334)  -0.20
H (9.7910, -6.7716, -5.8528)  0.36
H (9.7873, -5.5029, -4.6271)  0.28
H (9.4751, -4.4400, -6.7831)  0.30
H (7.9504, -4.3242, -5.8982)  0.04
C (-2.0969, 6.9008, -0.5786)  0.64
F (-3.1979, 6.2427, -1.0029)  -0.27
F (-2.3199, 7.2281, 0.7161)  -0.25
F (-1.0889, 6.0133, -0.5859)  -0.21
S (-1.7379, 8.3851, -1.6114)  1.14
O (-2.9339, 9.1837, -1.4568)  -0.67
O (-1.5420, 7.8266, -2.9288)  -0.66
O (-0.5529, 8.9339, -0.9950)  -0.65
Be (-1.8920, -1.1704, 2.2163)  0.36
Cl (-0.8831, -4.1973, 3.2298)  -0.75
C (-3.2046, 5.6463, 4.5623)  -1.03
C (-3.7657, 6.6623, 5.5254)  -0.49
O (-5.1096, 6.2901, 5.9469)  -0.32
C (-5.1793, 5.3814, 6.8644)  0.75
O (-4.3158, 4.8075, 7.4346)  -0.43
O (-6.5535, 5.1247, 7.0986)  -0.18
C (-6.7796, 4.0169, 8.0446)  -0.58
H (-3.8882, 5.4931, 3.7267)  0.36
H (-2.2473, 5.9766, 4.1784)  0.42
H (-3.0659, 4.6795, 5.0461)  0.37
H (-3.8612, 7.6283, 5.0373)  0.34
H (-3.1215, 6.8001, 6.3928)  0.36
H (-6.2102, 4.1750, 8.9540)  0.34
H (-6.5006, 3.0855, 7.5618)  0.31
H (-7.8350, 4.0016, 8.2770)  0.28
Cl (-7.9485, 6.3859, 7.5813)  0.04

The gap between HOMO and LUMO comes out at 1.28 eV. The value obtained for the max |F| is 13.32 eV/Å. The value obtained for the LUMO energy is -5.291 eV. For the HOMO energy, the calculation gives -6.57 eV. The total energy is -187176.250 eV.

Record 3
This record from the OMol25 dataset describes a structure of composition C16H28CaKNNa2O11PS2 in a non-equilibrium geometry. The level of theory is wB97M-V/def2-TZVPD.

Each line ends with the Mulliken charge.
CARTESIAN COORDINATES (ANGSTROEM)
O (5.4436, -0.3765, 1.1800)  -0.60
S (6.1319, 0.5168, 0.2696)  1.39
O (7.3270, 1.0207, 0.9424)  -0.50
O (6.5575, -0.3628, -1.0857)  -0.44
C (5.1620, 1.9955, -0.2175)  -0.80
C (3.6013, 1.7666, -0.0391)  -0.52
C (2.9526, 2.7353, 1.0455)  -1.04
P (1.2808, 3.4886, 0.4392)  0.27
C (-0.4173, 4.0906, -0.2610)  -0.90
C (-0.7677, 3.1062, -1.4416)  -0.04
C (-2.2975, 2.8493, -1.6663)  -0.98
C (-2.8873, 1.7279, -0.7423)  0.43
C (-4.3243, 1.6812, -0.4562)  -0.32
C (-4.9030, 0.6721, 0.4249)  -0.72
C (-4.0099, -0.3089, 1.0254)  0.12
C (-2.5832, -0.3250, 0.7495)  -0.71
C (-2.0364, 0.7094, -0.1432)  -0.49
H (6.2591, 0.0918, -1.8992)  0.10
H (5.4829, 2.8863, 0.3704)  0.37
H (5.4348, 2.2162, -1.2902)  0.42
H (3.3561, 0.7141, 0.2769)  0.45
H (3.1475, 1.8890, -1.0613)  0.28
H (3.6173, 3.5884, 1.3289)  0.52
H (2.7425, 2.0716, 1.9297)  0.39
H (1.7555, 3.5043, -0.9267)  -0.06
H (1.4699, 4.6854, 1.1910)  0.04
H (0.5930, 2.3951, 1.0641)  -0.04
H (-0.2147, 5.1255, -0.6643)  0.42
H (-1.2026, 4.1758, 0.5307)  0.44
H (-0.1755, 2.1686, -1.2742)  0.22
H (-0.3553, 3.5784, -2.3808)  0.05
H (-2.8738, 3.7853, -1.4252)  0.52
H (-2.4994, 2.6206, -2.7724)  0.34
H (-4.9830, 2.4447, -0.9318)  0.33
H (-5.9917, 0.6560, 0.6638)  0.35
H (-4.3856, -1.0892, 1.7296)  0.02
H (-1.8982, -1.0846, 1.1834)  0.44
H (-0.9346, 0.6536, -0.3142)  0.32
C (-5.3590, -4.1583, 3.8423)  -0.88
C (-4.1937, -3.2774, 3.6048)  0.42
N (-3.2834, -2.6051, 3.4208)  -0.43
H (-5.9124, -4.3032, 2.9072)  0.15
H (-5.0247, -5.1281, 4.2054)  0.34
H (-6.0204, -3.7057, 4.5910)  0.39
Na (-2.7995, -0.7769, -2.2785)  0.91
O (7.2685, 1.3154, -2.8965)  -0.72
S (8.4911, 1.7119, -2.1469)  1.21
O (8.8712, 3.0860, -2.4752)  -0.48
O (9.5868, 0.7962, -2.4498)  -0.57
O (8.1728, 1.6663, -0.6775)  -0.37
Na (-8.0339, -3.9899, 3.6455)  0.97
C (-4.6140, -6.3304, 1.5505)  -0.53
O (-5.8459, -6.3533, 2.0868)  -0.71
H (-3.7793, -6.6824, 2.1989)  0.24
H (-4.4524, -6.9419, 0.6424)  0.31
H (-4.2255, -5.3397, 1.2183)  0.10
Ca (-2.6720, 4.1531, -4.1479)  0.47
C (-0.8538, -4.7293, -2.1349)  0.64
O (0.3750, -4.4542, -2.1367)  -0.75
O (-1.1886, -5.6087, -1.1260)  -0.43
O (-1.7714, -4.3361, -2.8779)  -0.73
H (-0.2764, -5.6733, -0.7951)  0.31
K (4.9665, -0.3988, -3.1226)  1.05

The gap between HOMO and LUMO comes out at 0.95 eV. The value obtained for the max |F| is 4.13 eV/Å. The net charge is +1. The value obtained for the LUMO energy is -7.271 eV. For the HOMO energy, the calculation gives -8.22 eV. The total energy is -115590.964 eV.

Record 4
This record from the OMol25 dataset describes a structure of composition C16H28F6N6O9PS2TeTl in a non-equilibrium geometry. The level of theory is wB97M-V/def2-TZVPD.

Each line ends with the Mulliken charge.
CARTESIAN COORDINATES (ANGSTROEM)
Tl (-0.1012, -0.1082, 0.5679)  1.75
C (4.2067, -2.6548, 2.1331)  -1.01
C (4.2569, -1.3792, 2.9490)  -0.39
O (2.9263, -0.9061, 3.2304)  -0.40
P (2.3152, 0.3218, 2.3957)  0.84
S (0.4035, 0.4347, 3.0407)  -0.46
S (2.6745, 0.1935, 0.4496)  -0.47
O (3.1455, 1.5914, 2.9327)  -0.27
C (2.9497, 2.0166, 4.2905)  -0.21
C (4.1640, 2.8070, 4.7263)  -1.30
H (5.2200, -3.0218, 1.9633)  0.37
H (3.7290, -2.4655, 1.1738)  0.24
H (3.6322, -3.4161, 2.6596)  0.29
H (4.8229, -0.6059, 2.4227)  0.37
H (4.7193, -1.5551, 3.9214)  0.34
H (2.7998, 1.1432, 4.9307)  0.38
H (2.0466, 2.6288, 4.3302)  0.34
H (5.0526, 2.1759, 4.7279)  0.30
H (4.0037, 3.1960, 5.7320)  0.38
H (4.3338, 3.6399, 4.0447)  0.30
N (-0.0517, 0.0883, -1.8094)  -0.30
C (-0.7084, 1.3319, -2.1992)  1.06
C (-0.5945, 1.5519, -3.7198)  -1.03
C (-1.1926, 2.8011, -4.4110)  -0.87
C (-2.6692, 3.1594, -4.1626)  -0.72
N (-2.9021, 3.8426, -2.8981)  -0.13
C (-3.6354, 3.3658, -1.8942)  0.80
N (-4.6476, 2.5264, -2.1020)  -0.30
N (-3.4594, 3.8408, -0.6591)  -0.47
C (-0.2195, 2.4580, -1.2399)  0.31
O (-0.0609, 3.6136, -1.6527)  -0.75
O (-0.0965, 2.1213, -0.0132)  -0.53
H (0.9039, 0.0455, -2.1476)  0.26
H (-0.5685, -0.7396, -2.1279)  0.30
H (-1.7592, 1.1894, -1.9419)  -0.38
H (-1.0544, 0.6716, -4.1786)  0.42
H (0.4714, 1.5334, -3.9660)  0.33
H (-1.1009, 2.6299, -5.4864)  0.45
H (-0.5767, 3.6618, -4.1557)  0.34
H (-3.2858, 2.2609, -4.2197)  0.28
H (-2.9916, 3.8348, -4.9582)  0.29
H (-2.1023, 4.3949, -2.6084)  0.28
H (-4.7846, 2.0799, -2.9909)  0.30
H (-4.9961, 2.0543, -1.2676)  -0.02
H (-2.5882, 4.2976, -0.4338)  0.31
H (-3.8713, 3.2665, 0.0766)  0.23
F (-1.2444, -2.5482, -2.1168)  -0.55
Te (-1.8357, -2.6189, -0.2040)  1.53
F (-3.5496, -3.3699, -1.1934)  -0.53
F (-2.3034, -3.6099, 1.5163)  -0.52
F (-1.1752, -4.3837, -0.5203)  -0.40
F (-2.5794, -0.7117, -1.1172)  -0.66
O (-0.0899, -2.1468, 0.2684)  -0.82
F (-6.5952, -0.0246, -2.7143)  -0.44
C (-6.6948, -0.1589, -1.3757)  0.09
C (-5.7170, -0.7695, -0.6888)  -0.05
N (-5.7420, -0.8579, 0.6767)  0.21
C (-4.5570, -1.3316, 1.3663)  -0.96
C (-3.4286, -0.2778, 1.3017)  0.50
O (-3.7530, 0.9062, 1.1580)  -0.75
O (-2.2323, -0.7098, 1.4416)  -0.76
C (-6.7910, -0.3491, 1.4174)  0.50
O (-6.8517, -0.3887, 2.6281)  -0.65
N (-7.8020, 0.2068, 0.6538)  -0.06
C (-7.8668, 0.3899, -0.7275)  0.40
O (-8.8139, 0.9426, -1.2460)  -0.67
H (-4.8625, -1.2195, -1.1866)  0.61
H (-4.2257, -2.2638, 0.9262)  0.60
H (-4.8045, -1.4980, 2.4119)  0.30
H (-8.5876, 0.5563, 1.1813)  0.22

The gap between HOMO and LUMO (spin up / spin down) comes out at 7.54 / 7.62 eV. The value obtained for the max |F| is 4.28 eV/Å. The multiplicity is 2. The net charge is -1. As for the relative energy (zero: lowest compared OMol25 entry of this formula, charge and spin): 1.8882 eV. The value obtained for the LUMO energy (spin up / spin down) is 2.012 / 1.067 eV. For the HOMO energy (spin up / spin down), the calculation gives -5.53 / -6.55 eV. The total energy is -103673.389 eV.

- The lowest max |F| belongs to which entry?
  C16H28CaKNNa2O11PS2

- Among the records above, which one has the highest max |F|?
  C16H28BeCl5CsF9KNO11PS3